DFT (ωB97M-V/def2-TZVPD) results for C11H14N2 in the gas phase in a non-equilibrium geometry.

Cartesian coordinates (Å):
C 0.49689 -1.45685 2.96370
C 0.22641 -2.14591 1.71712
C -0.14089 -1.26300 0.64766
C -0.21885 0.11180 0.99024
C 0.08950 0.63588 2.25461
N 0.38594 -0.16263 3.24742
C -0.83949 1.23349 0.15502
C 0.14247 2.49358 -0.40559
C 0.59926 1.81587 -1.89228
C 0.37166 0.42650 -1.50497
C 0.25816 -1.08475 -1.83088
C -0.47780 -1.80356 -0.60126
N -1.06088 0.71607 -1.21511
H 0.84055 -2.38511 3.55035
H 0.34851 -3.15252 1.48867
H -0.00979 1.68124 2.36055
H -1.69297 1.49012 0.87989
H 1.05022 2.63965 0.28502
H -0.17941 3.48330 -0.62462
H 1.64895 1.94398 -1.89503
H 0.24000 2.18082 -2.84385
H 0.96185 0.35555 -0.60890
H -0.42901 -1.19701 -2.63996
H 1.31301 -1.79238 -1.93106
H -1.71390 -1.68893 -0.71214
H -0.50426 -3.05029 -0.60860
H -1.70614 -0.02491 -1.22597

ΔE to the lowest compared entry with this formula, charge and spin = 146.0 kcal per mole
Net charge = 0
E_LUMO = 0.67 eV
DFT total energy = -536.8374 hartree
Spin multiplicity = 1
SMILES string = c1cc2c(cn1)[C@H]1CC[C@H](CC2)N1
E_HOMO = -8.7864 eV

Results of the Mulliken charge analysis, in e, for atoms 1 through 8: number 1, C, carries -0.1954; number 2, C, carries -1.1392; number 3, C, carries 1.5067; number 4, C, carries 0.3193; number 5, C, carries -0.5902; number 6, N, carries -0.6814; number 7, C, carries -0.5950; number 8, C, carries -0.6378

DFT (ωB97M-V/def2-TZVPD) results for 2 unconnected molecules or ions with the total composition C11H14N2O in a non-equilibrium geometry.

Cartesian coordinates (Å):
C 3.51067 -3.23557 1.11727
C 2.86985 -1.89597 0.82299
C 1.53692 -1.77068 0.46055
C 0.97244 -0.52853 0.17478
C 1.78607 0.59406 0.24921
O 1.25541 1.85251 0.08770
C 3.12164 0.50650 0.60563
C 3.67038 -0.74859 0.82696
H 2.90478 -4.06471 0.75405
H 3.52761 -3.35543 2.20956
H 4.54676 -3.20686 0.80264
H 0.90139 -2.64571 0.54590
H -0.00126 -0.43712 -0.27991
H 0.37934 1.79570 -0.35272
H 3.68804 1.42334 0.64047
H 4.71093 -0.88672 1.09310
C -3.25902 2.87065 0.36409
C -3.16342 1.74590 -0.60520
C -4.18321 1.17127 -1.28909
N -3.63033 0.05879 -1.88683
C -2.32805 0.02653 -1.54634
N -2.01393 1.00313 -0.75301
H -4.15766 3.47476 0.20192
H -2.42169 3.55057 0.25103
H -3.28337 2.56380 1.40597
H -5.23138 1.39670 -1.41800
H -4.03175 -0.48146 -2.63308
H -1.67717 -0.77684 -1.84961

ΔE to the lowest compared entry with this formula, charge and spin = 24.1 kcal per mole
Net charge = 0
E_LUMO = 0.67 eV
DFT total energy = -612.3124 hartree
Spin multiplicity = 1
SMILES string = Cc1ccc(O)cc1.Cc1c[nH]cn1
E_HOMO = -7.9385 eV

Results of the Mulliken charge analysis, in e, for atoms 1 through 8: number 1, C, carries -1.4161; number 2, C, carries 0.6226; number 3, C, carries -0.4472; number 4, C, carries 0.2374; number 5, C, carries 0.5823; number 6, O, carries -0.5563; number 7, C, carries -0.6826; number 8, C, carries -0.4676

DFT (ωB97M-V/def2-TZVPD) results for 2 unconnected molecules or ions with the total composition C11H14N2O in a non-equilibrium geometry.

Cartesian coordinates (Å):
C -2.62450 -0.54729 0.97754
C -1.88421 -1.15166 -0.18983
C -1.82341 -2.44122 -0.64172
N -0.79752 -2.49433 -1.63604
C -0.36695 -1.26298 -1.93558
C 0.44361 -0.76551 -2.97862
C 0.80843 0.55113 -2.97654
C 0.06680 1.40623 -2.08652
C -0.98419 1.03895 -1.24556
C -1.10928 -0.35982 -1.09526
H -2.95467 0.38376 0.52694
H -2.02221 -0.41547 1.90423
H -3.51971 -1.09100 1.22335
H -2.00099 -3.35177 -0.09730
H -0.61699 -3.30266 -2.20155
H 0.72098 -1.56058 -3.67369
H 1.47732 1.02651 -3.66819
H 0.35970 2.42570 -1.89832
H -1.44479 1.87437 -0.64258
C 2.76611 0.39760 2.42643
C 1.90170 1.50409 2.92964
N 0.71029 1.15032 3.51545
O 2.23008 2.66780 2.81258
H 3.69985 0.74710 1.96799
H 2.22404 -0.17701 1.68111
H 3.06056 -0.38175 3.17210
H 0.25217 1.86433 4.05445
H 0.43074 0.19271 3.57034

ΔE to the lowest compared entry with this formula, charge and spin = 31.7 kcal per mole
Net charge = 0
E_LUMO = 0.68 eV
DFT total energy = -612.3002 hartree
Spin multiplicity = 1
SMILES string = Cc1c[nH]c2ccccc12.CC(N)=O
E_HOMO = -8.0403 eV

Results of the Mulliken charge analysis, in e, for atoms 1 through 8: number 1, C, carries -1.0723; number 2, C, carries 0.4902; number 3, C, carries -0.7333; number 4, N, carries -0.0688; number 5, C, carries -0.2226; number 6, C, carries -0.4850; number 7, C, carries -0.7320; number 8, C, carries -0.3765

DFT (ωB97M-V/def2-TZVPD) results for 2 unconnected molecules or ions with the total composition C11H14N2O in a non-equilibrium geometry.

Cartesian coordinates (Å):
C -1.34054 0.04310 1.92250
C -1.74423 -0.46924 0.56905
C -2.90640 -0.42613 -0.12458
N -2.75915 -0.93266 -1.40548
C -1.42840 -1.27719 -1.56117
C -0.79601 -1.84025 -2.66379
C 0.55511 -2.10536 -2.50906
C 1.20375 -1.98799 -1.26541
C 0.58109 -1.37740 -0.18789
C -0.74766 -0.97296 -0.36819
H -0.93889 -0.78171 2.50827
H -2.19490 0.39878 2.51235
H -0.81545 0.97480 1.71374
H -3.80648 0.09973 0.16013
H -3.40691 -0.61961 -2.10613
H -1.25776 -1.98070 -3.63159
H 1.17065 -2.46490 -3.32503
H 2.14762 -2.50625 -1.14683
H 1.04663 -1.36356 0.78793
C 1.93406 2.65326 0.13315
C 1.46989 2.27096 1.50390
N 2.17646 1.30002 2.15509
O 0.50301 2.81217 2.01084
H 1.65729 1.97905 -0.67373
H 3.02317 2.78335 0.10503
H 1.54410 3.64662 -0.07814
H 1.99622 0.98651 3.09150
H 3.13371 1.15757 1.87353

ΔE to the lowest compared entry with this formula, charge and spin = 17.6 kcal per mole
Net charge = 0
E_LUMO = 0.82 eV
DFT total energy = -612.3227 hartree
Spin multiplicity = 1
SMILES string = Cc1c[nH]c2ccccc12.CC(N)=O
E_HOMO = -7.7632 eV

Results of the Mulliken charge analysis, in e, for atoms 1 through 8: number 1, C, carries -0.9954; number 2, C, carries 0.2810; number 3, C, carries -0.7525; number 4, N, carries -0.0867; number 5, C, carries -0.3783; number 6, C, carries -0.7609; number 7, C, carries -0.4438; number 8, C, carries -0.6862